8 unconnected molecules or ions with the total composition C51H112F9N6O3PS. Source: the OMol25 dataset; level of theory: the ωB97M-V functional and the def2-TZVPD basis.

Properties
- LUMO (eV) = -5.688
- HOMO-LUMO gap (eV) = 5.01
- highest occupied orbital energy (eV) = -10.7
- E (eV) = -114336.19099
- molecular weight (g/mol) = 1091.52
- energy relative to the best compared isomer or geometry (same formula, charge and spin) (eV) = 4.807
- total charge = +4

Last column: Löwdin charge in e.
Positions of all 183 atoms, in Å:
P 0.98242 -0.86501 -0.28188  0.219
F 0.93667 0.22901 0.91871  -0.197
F 2.37023 -0.14557 -0.88181  -0.232
F 1.83801 -1.81347 0.72150  -0.186
F 0.93834 -1.99720 -1.45781  -0.188
F -0.43752 -1.42017 0.28593  -0.187
F 0.30097 0.17019 -1.41178  -0.228
C 4.87844 -1.60514 -8.17725  -0.084
C 5.24386 -0.17738 -7.70421  -0.192
C 4.00046 0.77615 -7.35091  -0.097
N 4.29552 2.25261 -7.33609  -0.247
C 4.73382 2.83737 -8.71696  0.053
C 2.98679 3.04088 -7.03094  -0.103
C 3.34985 4.35740 -6.33175  -0.170
C 4.54957 3.91656 -5.54621  -0.130
C 5.28526 2.64442 -6.23824  -0.040
H 3.84416 -1.74708 -8.49067  0.081
H 5.07800 -2.38215 -7.43932  0.072
H 5.45262 -1.82683 -9.07684  0.078
H 5.84993 0.29726 -8.47588  0.096
H 5.89263 -0.25299 -6.83157  0.093
H 3.44085 0.56337 -6.44005  0.139
H 3.39805 0.63805 -8.24877  0.131
H 5.76981 2.60539 -8.96400  0.103
H 4.72549 3.92566 -8.65647  0.102
H 3.94571 2.57946 -9.42441  0.118
H 2.21586 3.05825 -7.80130  0.147
H 2.42741 2.47093 -6.28907  0.129
H 3.58671 5.18888 -6.99555  0.114
H 2.49873 4.64817 -5.71600  0.127
H 5.22946 4.76852 -5.54043  0.115
H 4.12248 3.62482 -4.58673  0.117
H 6.23298 2.92484 -6.69792  0.122
H 5.49399 1.84969 -5.52203  0.123
C 3.63269 -0.05432 10.63885  -0.081
C 2.44578 -0.09427 9.69753  -0.245
C 1.68560 -1.40602 9.76423  -0.108
N 0.67795 -1.72191 8.60243  -0.238
C -0.13594 -0.49040 8.25798  0.032
C -0.19274 -2.90881 9.10696  -0.056
C -0.59591 -3.61310 7.77044  -0.154
C 0.72407 -3.69067 7.02617  -0.149
C 1.38143 -2.35372 7.38880  -0.091
H 3.42227 -0.48082 11.61962  0.090
H 3.99996 0.95364 10.83175  0.085
H 4.49198 -0.55774 10.19581  0.083
H 2.63212 0.16943 8.65645  0.115
H 1.74407 0.66817 10.03574  0.111
H 1.03420 -1.48414 10.63468  0.139
H 2.30547 -2.30103 9.71134  0.130
H -0.97904 -0.26998 8.91273  0.115
H -0.49730 -0.63252 7.23949  0.108
H 0.56294 0.34603 8.26338  0.085
H -1.10540 -2.50288 9.54327  0.135
H 0.49956 -3.53783 9.66656  0.140
H -1.43402 -3.17788 7.22615  0.120
H -0.97088 -4.61255 7.99090  0.123
H 0.55132 -3.97499 5.98818  0.127
H 1.31979 -4.54258 7.35398  0.122
H 1.45651 -1.64516 6.56393  0.135
H 2.42668 -2.58827 7.59016  0.128
C 8.86694 0.10353 2.19874  -0.100
C 9.50995 -0.70487 1.09129  -0.234
C 9.24094 -2.20605 1.30650  -0.111
N 9.67978 -3.10625 0.12400  -0.262
C 11.14640 -2.74285 -0.30984  0.072
C 8.74277 -3.10758 -1.09294  -0.080
C 7.57967 -4.06429 -0.72623  -0.119
C 7.99298 -4.83313 0.57020  -0.124
C 9.55279 -4.56493 0.63164  -0.078
H 8.93723 1.15681 1.92716  0.083
H 9.23095 -0.04115 3.21593  0.088
H 7.78237 0.00832 2.25112  0.078
H 10.58601 -0.56948 1.20020  0.106
H 9.24459 -0.32206 0.10584  0.117
H 8.16516 -2.30968 1.44811  0.130
H 9.79213 -2.57917 2.16968  0.138
H 11.51751 -3.62242 -0.83590  0.108
H 11.55930 -2.47100 0.66160  0.106
H 11.01352 -1.92497 -1.01802  0.106
H 9.38257 -3.65705 -1.78347  0.126
H 8.55379 -2.10494 -1.47648  0.135
H 7.29482 -4.72294 -1.54668  0.120
H 6.69927 -3.44891 -0.54097  0.113
H 7.77865 -5.89498 0.69116  0.118
H 7.60028 -4.52079 1.53784  0.102
H 10.03599 -5.22716 -0.08674  0.133
H 9.94247 -4.65945 1.64521  0.131
C -10.44765 5.14692 0.23024  -0.065
C -10.31844 3.56768 0.11778  -0.217
C -9.45827 3.21102 -1.11267  -0.105
N -9.05468 1.69866 -1.28150  -0.234
C -8.01218 1.23521 -0.27975  0.035
C -10.36249 0.88200 -1.28024  -0.063
C -10.53874 0.34507 -2.78214  -0.107
C -9.68997 1.25264 -3.65805  -0.160
C -8.55390 1.59615 -2.76563  -0.108
H -10.90264 5.31540 -0.74582  0.068
H -9.49145 5.66515 0.15798  0.077
H -11.13173 5.52340 0.99077  0.085
H -11.27541 3.05611 0.22068  0.105
H -9.82422 3.31674 1.05632  0.096
H -8.46764 3.66486 -1.08476  0.129
H -9.96380 3.59867 -1.99714  0.137
H -7.14550 1.89489 -0.32205  0.111
H -7.77274 0.18116 -0.42033  0.113
H -8.54989 1.44052 0.64589  0.097
H -10.25673 0.11131 -0.51673  0.126
H -11.26609 1.43627 -1.02651  0.112
H -10.15491 -0.67511 -2.77584  0.117
H -11.61981 0.34726 -2.92135  0.122
H -9.42326 0.76941 -4.59797  0.137
H -10.15955 2.16641 -4.02220  0.123
H -7.81197 0.80198 -2.68234  0.131
H -8.02025 2.48468 -3.10303  0.139
C -3.47724 7.10950 5.78768  -0.096
C -2.73082 7.95355 4.81998  -0.251
C -1.24214 8.08815 5.25841  -0.073
N -0.32041 8.71675 4.15154  -0.217
C 1.01486 9.26916 4.71864  -0.096
C 1.90212 8.13439 5.34564  -0.133
C 2.27155 7.09728 4.23691  -0.187
C 1.02671 6.56811 3.56554  -0.168
C 0.17638 7.74001 3.04394  -0.104
C -1.01217 9.88905 3.36229  0.041
H -3.53987 7.49759 6.80433  0.093
H -3.07006 6.09862 5.80850  0.083
H -4.47810 6.97071 5.37887  0.088
H -3.17777 8.92991 4.63272  0.112
H -2.72903 7.58491 3.79422  0.105
H -0.76247 7.12626 5.43945  0.110
H -1.22138 8.65260 6.19064  0.141
H 0.61894 9.99699 5.42688  0.126
H 1.67200 9.78681 4.01984  0.138
H 1.36146 7.70831 6.19076  0.107
H 2.82984 8.55305 5.73571  0.122
H 2.90074 6.37689 4.75965  0.115
H 2.98120 7.45744 3.49208  0.122
H 0.37573 5.96465 4.19813  0.110
H 1.39526 5.95566 2.74262  0.129
H -0.71115 7.31021 2.57954  0.126
H 0.72405 8.28817 2.27733  0.138
H -1.30475 10.56644 4.16456  0.114
H -1.84834 9.45661 2.81282  0.095
H -0.38655 10.30320 2.57161  0.110
C -6.06477 -6.77338 0.62117  -0.083
C -5.21966 -7.61840 -0.33600  -0.238
C -4.81800 -6.86433 -1.61503  -0.102
N -3.79981 -7.56982 -2.63663  -0.226
C -2.45357 -7.64301 -2.00752  -0.122
C -1.32794 -7.96116 -3.01620  -0.139
C -1.30323 -7.09241 -4.29428  -0.165
C -2.70617 -7.03994 -4.95301  -0.158
C -3.87406 -6.67353 -3.95343  -0.050
C -4.39736 -8.99673 -3.03668  0.065
H -5.65174 -5.79569 0.86944  0.078
H -6.15525 -7.30466 1.56861  0.082
H -7.05432 -6.67121 0.17567  0.082
H -5.73499 -8.53413 -0.62575  0.105
H -4.33695 -8.01475 0.16582  0.106
H -4.38748 -5.90088 -1.34208  0.127
H -5.66523 -6.69350 -2.27920  0.123
H -2.33664 -6.66998 -1.53041  0.136
H -2.56349 -8.35717 -1.19144  0.128
H -0.34572 -7.89985 -2.54761  0.120
H -1.46755 -8.99593 -3.32903  0.110
H -1.15499 -6.03711 -4.06527  0.116
H -0.68947 -7.40360 -5.13961  0.125
H -2.69084 -6.27649 -5.73082  0.125
H -2.86891 -8.00554 -5.43180  0.108
H -3.65694 -5.64214 -3.67556  0.131
H -4.90321 -6.85673 -4.26227  0.121
H -4.57392 -9.59291 -2.14141  0.092
H -3.67409 -9.45360 -3.71216  0.098
H -5.40794 -8.88185 -3.42862  0.108
C -3.03332 -0.37041 -8.63843  -0.724
F -2.02676 -0.69797 -7.85047  0.116
F -4.07342 -1.10270 -8.28043  0.115
F -3.42351 0.86851 -8.54229  0.134
S -2.51479 -0.69139 -10.50893  0.482
O -1.37255 0.17793 -10.75293  -0.373
O -2.02114 -2.07788 -10.55669  -0.391
O -3.78456 -0.56418 -11.24286  -0.358